Record 1
# C14H19Cl2F9O6

4 unconnected molecules or ions with the total composition C14H19Cl2F9O6 in a non-equilibrium geometry (ωB97M-V with the def2-TZVPD basis set, the OMol25 dataset).

The geometry in ORCA input format:
```
! wB97M-V def2-TZVPD RIJCOSX def2/J DEFGRID3
* xyz 0 1
C 3.8552 0.6639 -1.2011
C 3.0701 0.8611 -2.4970
O 1.8315 1.3754 -2.2648
C 0.9087 1.5347 -3.2729
O 1.1303 1.1694 -4.4448
C -0.4191 2.2246 -2.8656
F -0.9244 2.9244 -3.8953
F -1.3405 1.3079 -2.5825
F -0.2446 3.0628 -1.7927
H 3.4280 -0.1646 -0.6361
H 3.9076 1.5122 -0.5186
H 4.9020 0.4095 -1.3672
H 2.9346 -0.0519 -3.0769
H 3.5963 1.5516 -3.1562
C -2.9073 0.8520 0.8576
C -1.5179 0.2364 0.7201
O -0.6421 0.9903 1.5099
C 0.6271 0.5157 1.7323
O 1.1054 -0.3836 1.1128
C 1.3724 1.2119 2.9088
F 1.7245 0.3684 3.8556
F 2.4158 1.8098 2.3819
F 0.5503 2.0133 3.4524
H -2.9281 1.9415 0.8830
H -3.1855 0.5412 1.8647
H -3.6421 0.4695 0.1492
H -1.2805 0.2627 -0.3434
H -1.5220 -0.8173 0.9991
C -3.7888 -4.3798 -4.2764
C -2.7596 -3.2932 -4.7923
O -1.6847 -3.3290 -3.8158
C -1.6597 -2.4677 -2.7225
O -2.3525 -1.4855 -2.6122
C -0.6034 -2.9286 -1.6882
F -1.1935 -2.8710 -0.4434
F -0.1451 -4.1936 -1.8851
F 0.4158 -2.0281 -1.7446
H -3.3486 -5.3627 -4.4448
H -4.6579 -4.4588 -4.9295
H -4.0088 -4.1368 -3.2368
H -3.2061 -2.3168 -4.9801
H -2.2471 -3.5989 -5.7045
Cl 3.6624 1.3889 7.8862
C 2.4857 2.3601 6.9699
C 1.2316 2.3134 7.7351
Cl -0.0813 2.9615 6.7805
H 2.3317 1.8522 6.0179
H 2.7799 3.3967 6.8055
H 1.1403 2.8891 8.6562
H 0.8838 1.2957 7.9126
*
```

Computed properties:
orbital gap	11.5	eV
energy relative to the best compared isomer or geometry (same formula, charge and spin)	34.72	kcal/mol
SMILES string	CCOC(=O)C(F)(F)F.CCOC(=O)C(F)(F)F.CCOC(=O)C(F)(F)F.ClCCCl

---

Record 2
# C14H19Cl2N2O2PRuS4

A molecular structure, C14H19Cl2N2O2PRuS4 (ωB97M-V with the def2-TZVPD basis set, the OMol25 dataset).

The geometry in ORCA input format:
```
! wB97M-V def2-TZVPD RIJCOSX def2/J DEFGRID3
* xyz 0 1
Ru -0.3460 0.3256 0.6353
C 2.7735 -3.2807 -1.5868
C 2.8916 -1.8474 -1.1319
O 3.1042 -1.7891 0.2931
P 1.9477 -1.3732 1.3206
S 1.9681 0.6159 1.5071
S 0.1712 -2.0550 0.8197
O 2.4366 -2.1168 2.6342
C 3.6633 -1.7348 3.3114
C 3.3522 -0.9206 4.5444
H 2.6877 -3.3214 -2.6747
H 1.8903 -3.7455 -1.1485
H 3.6528 -3.8493 -1.2820
H 1.9957 -1.2815 -1.3928
H 3.7563 -1.3575 -1.5795
H 4.3066 -1.1960 2.6147
H 4.1469 -2.6734 3.5707
H 3.0303 0.0861 4.2824
H 4.2397 -0.8552 5.1769
H 2.5557 -1.3997 5.1143
Cl -2.0420 0.6539 2.2855
C -3.5851 0.5618 1.4250
C -4.7190 0.8885 2.1431
C -5.9493 0.7918 1.5180
C -6.0024 0.3907 0.1894
C -4.8388 0.0916 -0.4936
Cl -4.9802 -0.3717 -2.1695
C -3.5705 0.1498 0.1043
S -2.1106 -0.3018 -0.7490
H -4.6340 1.2133 3.1720
H -6.8576 1.0197 2.0595
H -6.9489 0.3145 -0.3288
C -1.6107 2.5939 -3.0634
N -0.2107 2.2811 -2.7620
C 0.7541 1.9229 -3.6905
C 1.8951 1.6941 -3.0107
N 1.6059 1.9334 -1.6821
C 0.3130 2.2716 -1.5241
S -0.4959 2.6894 -0.0673
H -1.7319 2.5803 -4.1437
H -1.8531 3.5770 -2.6695
H -2.2529 1.8490 -2.5984
H 0.5326 1.8443 -4.7398
H 2.8697 1.3921 -3.3486
H 2.1990 1.7380 -0.8843
*
```

Computed properties:
orbital gap (spin up / spin down)	6.9 / 6.8	eV
energy relative to the best compared isomer or geometry (same formula, charge and spin)	9.69	kcal/mol

---

Record 3
# C14H19ClN2O

A single C14H19ClN2O molecule (ωB97M-V with the def2-TZVPD basis set, the OMol25 dataset).

The geometry in ORCA input format:
```
! wB97M-V def2-TZVPD RIJCOSX def2/J DEFGRID3
* xyz 0 1
C -4.3345 -2.2625 1.4281
C -5.0619 -2.2518 0.0872
C -4.4842 -1.2966 -0.9640
C -4.9421 0.1619 -0.8598
C -4.2081 1.0145 0.1831
C -2.7386 1.1342 -0.1780
O -2.3425 1.8099 -1.1058
N -1.9306 0.3770 0.6163
N -0.5882 0.1276 0.4989
C 0.2865 1.0450 0.3388
C 0.0318 2.5175 0.3053
C 1.6655 0.5510 0.1996
C 2.7552 1.2464 0.7194
C 4.0396 0.7556 0.5804
C 4.2457 -0.4401 -0.0890
Cl 5.8522 -1.0484 -0.2754
C 3.1757 -1.1545 -0.6062
C 1.8963 -0.6589 -0.4556
H -4.7282 -3.0607 2.0544
H -4.4681 -1.3286 1.9681
H -3.2709 -2.4458 1.2839
H -5.0179 -3.2643 -0.3211
H -6.1155 -2.0133 0.2484
H -3.3937 -1.3470 -0.9513
H -4.8067 -1.6597 -1.9429
H -4.7842 0.6391 -1.8296
H -6.0133 0.1876 -0.6475
H -4.6290 2.0216 0.1540
H -4.3371 0.6155 1.1876
H -2.3759 -0.3506 1.1623
H -0.6001 2.7543 -0.5527
H 0.9524 3.0862 0.2333
H -0.5201 2.8160 1.1981
H 2.6073 2.1661 1.2646
H 4.8789 1.2956 0.9902
H 3.3479 -2.0862 -1.1220
H 1.0528 -1.2009 -0.8523
*
```

Computed properties:
orbital gap	9.3	eV
energy relative to the best compared isomer or geometry (same formula, charge and spin)	20.68	kcal/mol
SMILES string	CCCCCC(=O)N/N=C(\C)c1ccc(Cl)cc1

---

Record 4
# C14H19N3O5

A single C14H19N3O5 molecule in a non-equilibrium geometry (ωB97M-V with the def2-TZVPD basis set, the OMol25 dataset).

The geometry in ORCA input format:
```
! wB97M-V def2-TZVPD RIJCOSX def2/J DEFGRID3
* xyz 0 1
N -4.6898 -0.5310 -0.9574
C -4.8691 -0.3715 0.3885
O -5.8419 -0.7533 1.0601
C -3.6616 0.2563 1.0258
C -2.6716 0.9701 0.1042
C -1.2980 0.1907 -0.0261
N -0.3480 1.0814 -0.6790
C 0.5203 1.7555 0.1216
O 0.1793 1.7512 1.3176
C 1.7945 2.3117 -0.4667
N 1.9839 3.7708 -0.6107
C 2.8482 1.6217 0.3929
C 2.8455 0.0693 0.3262
C 2.1794 -0.6038 1.4367
C 2.0552 -1.9974 1.4412
C 2.5047 -2.7603 0.3023
O 2.1790 -4.1104 0.1654
C 2.9699 -2.0084 -0.8047
C 3.3701 -0.6497 -0.6912
C -1.4428 -1.3174 -0.7595
O -2.1173 -1.4024 -1.7592
O -0.6261 -2.2276 -0.3460
H -3.7479 -0.7141 -1.2974
H -5.4673 -0.8626 -1.5257
H -4.2020 0.9075 1.7500
H -3.1523 -0.5877 1.5045
H -2.4138 1.9663 0.3124
H -3.2327 1.0288 -0.8894
H -0.9161 -0.1632 0.9415
H -0.1227 1.1396 -1.6816
H 2.0057 2.0034 -1.5325
H 1.6859 4.3117 0.0848
H 1.7187 4.1881 -1.5331
H 2.8974 1.9593 1.3709
H 3.8155 1.8006 -0.0876
H 1.8005 0.0106 2.2203
H 1.5912 -2.4420 2.2736
H 2.8981 -4.6446 -0.2334
H 3.1471 -2.7682 -1.5930
H 3.9068 -0.2944 -1.5633
H -0.0761 -1.8847 0.4971
*
```

Computed properties:
orbital gap	9.6	eV
energy relative to the best compared isomer or geometry (same formula, charge and spin)	78.35	kcal/mol
SMILES string	NC(=O)CC[C@H](NC(=O)[C@@H](N)Cc1ccc(O)cc1)C(=O)O

---

Record 5
# C14H19NO5

A single C14H19NO5 molecule (ωB97M-V with the def2-TZVPD basis set, the OMol25 dataset).

The geometry in ORCA input format:
```
! wB97M-V def2-TZVPD RIJCOSX def2/J DEFGRID3
* xyz 0 1
C -4.6818 -2.5786 0.4319
C -3.3761 -3.0432 -0.1980
O -2.7462 -1.9974 -0.9335
C -2.0248 -1.1087 -0.2081
O -1.8510 -1.1970 0.9853
N -1.5298 -0.1624 -1.0299
C -0.7746 1.0233 -0.6463
C -1.3452 1.6553 0.6296
C -2.7472 2.1604 0.4190
O -3.3781 2.0923 -0.6019
O -3.2391 2.7226 1.5301
C 0.7000 0.7223 -0.4889
C 1.1451 -0.2186 0.4280
C 2.4936 -0.4945 0.5729
C 3.4312 0.1791 -0.2034
O 4.7754 -0.0068 -0.1463
C 5.3000 -0.9535 0.7638
C 6.8130 -0.9513 0.6109
C 2.9868 1.1285 -1.1253
C 1.6410 1.3908 -1.2644
H -4.4793 -1.8049 1.1684
H -5.3439 -2.1758 -0.3308
H -5.1694 -3.4156 0.9236
H -2.6889 -3.3980 0.5774
H -3.5511 -3.8347 -0.9298
H -1.8247 -0.2322 -1.9898
H -0.9044 1.7380 -1.4662
H -0.7152 2.4841 0.9552
H -1.3708 0.9154 1.4317
H -4.1471 3.0306 1.3813
H 0.4304 -0.7508 1.0354
H 2.7991 -1.2349 1.2953
H 4.8981 -1.9522 0.5429
H 5.0223 -0.6824 1.7920
H 7.0828 -1.2154 -0.4078
H 7.2059 0.0384 0.8271
H 7.2551 -1.6692 1.2957
H 3.7209 1.6450 -1.7232
H 1.3167 2.1279 -1.9850
*
```

Computed properties:
orbital gap	9.2	eV
energy relative to the best compared isomer or geometry (same formula, charge and spin)	0.00	kcal/mol
SMILES string	CCOC(=O)N[C@@H](CC(=O)O)c1ccc(OCC)cc1

---

| no. | molecular weight (g mol⁻¹) |
| --- | --- |
| 1 | 525.19 |
| 2 | 578.54 |
| 3 | 266.77 |
| 4 | 309.32 |
| 5 | 281.31 |